No. 1
{
  "formula": "C6H9FS",
  "method": "wB97M-V/def2-TZVPD",
  "species": ["C", "C", "C", "C", "C", "C", "H", "H", "H", "H", "H", "H", "H", "H", "H", "F", "S"],
  "coordinates": [[-1.614, 1.569, -0.109], [-0.198, 1.105, -0.020], [0.237, -0.130, -0.307], [-0.596, -1.225, -0.860], [1.639, -0.453, -0.048], [2.423, -0.063, 0.945], [-2.312, 0.788, -0.396], [-1.710, 2.353, -0.939], [-1.899, 2.079, 0.833], [0.513, 1.860, 0.312], [-0.055, -1.764, -1.607], [-1.491, -0.778, -1.294], [-1.547, -1.698, 1.288], [2.004, 0.502, 1.773], [3.432, -0.381, 1.044], [2.164, -1.250, -1.012], [-0.990, -2.514, 0.395]],
  "e_lumo_ev": 0.8,
  "smiles": "C=C(F)/C(=C/C)CS",
  "homo_ha": -0.32906,
  "orbital_gap_ev": 9.73,
  "total_energy_ev": -19919.488,
  "de_lowest_ev": 1.063
}

No. 2
{
  "formula": "C44H56Cl3N4O8PbSSi",
  "method": "wB97M-V/def2-TZVPD",
  "species": ["Pb", "O", "C", "N", "C", "C", "C", "C", "C", "C", "N", "C", "O", "C", "C", "C", "C", "C", "N", "C", "C", "C", "C", "C", "N", "H", "H", "H", "H", "H", "H", "H", "H", "H", "H", "H", "H", "C", "C", "C", "C", "O", "Si", "S", "O", "C", "C", "C", "C", "O", "C", "C", "C", "C", "H", "H", "H", "H", "H", "H", "H", "H", "H", "H", "H", "H", "H", "H", "H", "H", "H", "H", "H", "H", "H", "H", "H", "H", "H", "H", "H", "Cl", "C", "Cl", "Cl", "C", "O", "O", "C", "C", "C", "C", "C", "C", "C", "C", "C", "C", "C", "C", "O", "H", "H", "H", "H", "H", "H", "H", "H", "H", "H", "H", "H", "H", "H", "H", "H", "H"],
  "coordinates": [[0.173, 0.755, -0.927], [-3.954, 2.912, 0.636], [-2.831, 2.487, 0.470], [-2.354, 2.078, -0.779], [-2.770, 2.608, -1.861], [-3.377, 3.937, -1.921], [-3.842, 4.409, -3.076], [-3.749, 3.639, -4.320], [-3.124, 2.464, -4.376], [-2.518, 1.886, -3.159], [-1.778, 0.854, -3.071], [-1.231, 0.201, -4.224], [-0.820, 0.769, -5.203], [-1.098, -1.286, -4.082], [-0.562, -2.011, -5.136], [-0.491, -3.386, -5.004], [-0.951, -3.968, -3.834], [-1.463, -3.151, -2.834], [-1.542, -1.829, -2.953], [-1.928, 2.274, 1.658], [-2.292, 2.878, 2.849], [-1.470, 2.709, 3.949], [-0.330, 1.937, 3.818], [-0.050, 1.358, 2.589], [-0.830, 1.527, 1.524], [-3.479, 4.497, -1.005], [-4.317, 5.383, -3.096], [-4.177, 4.053, -5.224], [-3.021, 1.942, -5.309], [-0.214, -1.491, -6.018], [-0.083, -3.994, -5.802], [-0.904, -5.040, -3.685], [-1.812, -3.563, -1.892], [-3.199, 3.465, 2.886], [-1.717, 3.176, 4.895], [0.347, 1.781, 4.649], [0.822, 0.734, 2.436], [-4.075, -1.513, 0.157], [-3.196, -2.014, 1.291], [-3.601, -3.423, 1.712], [-3.312, -1.058, 2.473], [-1.858, -2.067, 0.774], [-0.374, -2.389, 1.409], [1.138, -1.279, 0.507], [-0.098, -4.010, 1.303], [0.887, -4.902, 0.782], [0.353, -6.300, 1.079], [1.061, -4.727, -0.718], [2.215, -4.688, 1.499], [-0.495, -2.020, 3.009], [0.075, -2.443, 4.242], [-0.155, -3.933, 4.467], [-0.632, -1.644, 5.328], [1.563, -2.112, 4.233], [-5.113, -1.432, 0.495], [-4.026, -2.183, -0.700], [-3.729, -0.530, -0.174], [-4.609, -3.423, 2.135], [-2.905, -3.805, 2.464], [-3.582, -4.099, 0.852], [-4.351, -1.028, 2.812], [-3.021, -0.052, 2.173], [-2.672, -1.365, 3.298], [-0.559, -6.487, 0.507], [0.121, -6.395, 2.141], [1.097, -7.057, 0.813], [0.098, -4.819, -1.221], [1.727, -5.507, -1.097], [1.486, -3.749, -0.959], [2.123, -4.930, 2.562], [2.544, -3.651, 1.391], [2.980, -5.337, 1.063], [-1.228, -4.146, 4.495], [0.288, -4.247, 5.416], [0.284, -4.514, 3.657], [-1.690, -1.916, 5.376], [-0.561, -0.577, 5.106], [-0.177, -1.836, 6.304], [2.077, -2.656, 3.437], [2.019, -2.376, 5.191], [1.710, -1.043, 4.052], [1.188, 1.751, -6.056], [2.333, 0.655, -5.220], [1.932, -1.031, -5.628], [3.980, 0.997, -5.800], [2.195, 0.957, -3.667], [2.875, 1.876, -3.252], [1.341, 0.224, -3.091], [0.307, 4.348, -2.180], [0.879, 4.945, -0.890], [-0.093, 4.780, 0.280], [2.286, 4.471, -0.533], [3.275, 5.452, -0.530], [4.594, 5.174, -0.220], [4.917, 3.860, 0.075], [3.973, 2.838, 0.084], [4.475, 1.439, 0.429], [4.217, 0.395, -0.654], [3.951, 0.962, 1.790], [2.613, 3.130, -0.182], [1.674, 2.192, -0.006], [-0.590, 4.901, -2.492], [0.026, 3.306, -2.050], [1.036, 4.371, -2.988], [0.974, 6.018, -1.077], [-0.119, 3.736, 0.581], [-1.106, 5.103, -0.001], [0.225, 5.372, 1.143], [2.990, 6.472, -0.780], [5.345, 5.955, -0.210], [5.948, 3.605, 0.306], [5.561, 1.533, 0.517], [3.154, 0.248, -0.813], [4.651, -0.570, -0.365], [4.650, 0.708, -1.604], [4.073, 1.741, 2.549], [4.488, 0.065, 2.121], [2.893, 0.709, 1.711]],
  "e_lumo_ev": 0.0,
  "total_charge": -1,
  "homo_ha": -0.15968,
  "orbital_gap_ev": 4.37,
  "total_energy_ev": -130413.447,
  "de_lowest_ev": 2.229
}

No. 3
{
  "formula": "C7H11O",
  "method": "wB97M-V/def2-TZVPD",
  "species": ["C", "O", "C", "C", "C", "C", "C", "C", "H", "H", "H", "H", "H", "H", "H", "H", "H", "H", "H"],
  "coordinates": [[-1.441, 2.440, 0.277], [-2.000, 2.162, 1.463], [0.104, 2.284, 0.251], [0.586, 1.083, -0.576], [0.396, -0.223, 0.138], [0.322, -1.422, -0.427], [0.027, -2.689, 0.285], [0.707, -3.799, 0.030], [-1.811, 1.811, -0.584], [-1.633, 3.500, -0.073], [0.476, 2.230, 1.279], [0.580, 3.171, -0.198], [1.657, 1.212, -0.780], [0.053, 1.129, -1.526], [0.225, -0.127, 1.207], [0.486, -1.524, -1.499], [-0.872, -2.705, 0.892], [1.543, -3.772, -0.673], [0.597, -4.763, 0.514]],
  "e_lumo_ev": 3.5,
  "smiles": "C=C/C=C/CCC[O-]",
  "total_charge": -1,
  "homo_ha": -0.07970,
  "orbital_gap_ev": 5.65,
  "total_energy_ev": -9482.860,
  "de_lowest_ev": 0.241
}